No. 1
Computed, not measured: C56H49N6O3P2S2Zn as an isolated structure at a distorted geometry, with ωB97M-V with the def2-TZVPD basis set.

Energy relative to the best compared isomer or geometry (same formula, charge and spin) = 6.052 eV
Net charge = -1
E_HOMO = -0.1517 Ha
E_LUMO = 0.083 hartree

Geometry as XYZ:
```
119
Properties=species:S:1:pos:R:3:lowdin_charge:R:1
Zn -0.26758 1.16073 1.69711 0.74
N -6.08984 6.31349 1.42226 0.09
C -4.84372 5.72047 1.66727 -0.35
C -4.64218 4.37683 1.44205 -0.02
C -3.34106 3.84287 1.58997 -0.04
C -2.26168 4.63355 1.98415 -0.28
C -2.50190 5.99516 2.29990 -0.03
C -3.79255 6.49076 2.09361 -0.04
S -0.62581 3.97054 2.13713 0.62
O 0.21784 5.08679 2.47794 -0.29
O -0.38982 3.24764 0.88429 -0.37
N -0.67483 2.70376 3.12461 -0.14
C -0.90136 2.95838 4.47158 -0.44
N -0.79529 1.86073 5.24782 0.12
C -1.02202 1.99686 6.54044 -0.13
C -1.41804 3.21658 7.09967 -0.09
C -1.50109 4.27503 6.25167 -0.14
N -1.29378 4.16937 4.91531 0.13
H -6.89387 5.73613 1.55039 0.08
H -6.21798 7.24070 1.81596 0.09
H -5.43600 3.68825 1.21168 0.10
H -3.11303 2.77074 1.42820 0.11
H -1.70253 6.63763 2.58328 0.10
H -3.92107 7.53803 2.24368 0.10
H -0.86166 1.11620 7.18427 0.11
H -1.66538 3.28914 8.19159 0.11
H -1.81957 5.25351 6.62719 0.11
C 2.60534 -2.14320 -5.76200 -0.02
C 3.01701 -2.33263 -4.28290 -0.45
C 4.31456 -3.10791 -4.18117 -0.02
C 1.92067 -3.07991 -3.60322 -0.11
C 1.44116 -4.25056 -4.20777 -0.05
C 0.44134 -5.02297 -3.70051 -0.08
C -0.17443 -4.58423 -2.54943 -0.09
C 0.27585 -3.44444 -1.85496 -0.26
P -0.50309 -2.97193 -0.22325 1.21
C -1.14496 -4.69247 0.14955 -0.37
C -0.38352 -5.41493 1.09411 -0.10
C -0.66355 -6.74733 1.38072 -0.07
C -1.80642 -7.37101 0.75469 -0.09
C -2.58182 -6.63057 -0.10316 -0.10
C -2.21240 -5.33867 -0.46279 -0.13
C -2.05111 -1.92936 -0.66795 -0.40
C -3.63605 -0.67177 0.26380 -0.17
C -4.62197 -0.29291 -0.77458 -0.06
C -4.61223 -0.71353 -2.05437 -0.10
C -3.54898 -1.52666 -2.74698 -0.07
C -2.42788 -2.03864 -2.11240 -0.07
C 1.29895 -2.66155 -2.42557 -0.15
O 1.65150 -1.45533 -1.81086 0.03
C 2.71693 -0.71401 -2.27968 -0.16
C 3.07296 0.41542 -1.58292 -0.16
C 4.12718 1.22480 -2.11945 -0.08
C 4.50847 1.01494 -3.43237 -0.06
C 4.12793 -0.14588 -4.10260 -0.04
C 3.26460 -1.02769 -3.52959 -0.10
P 2.66564 1.19670 0.03516 0.93
C 2.16999 2.85344 -0.51910 -0.30
C 2.74092 3.89229 0.18434 -0.07
C 2.55862 5.24776 -0.23663 -0.06
C 1.84052 5.48239 -1.38312 -0.09
C 1.23469 4.40683 -2.06461 -0.08
C 1.42665 3.13409 -1.65200 -0.11
C 4.12159 1.08732 0.97332 -0.37
C 5.32456 0.46003 0.39893 -0.14
C 5.27725 -0.88839 0.34206 -0.11
C 4.12420 -1.72045 0.73555 -0.09
C 2.97317 -1.45577 1.41817 -0.07
C 2.41600 -0.21180 1.99858 -0.43
H 2.35460 -3.10777 -6.18872 0.06
H 3.35473 -1.67312 -6.38559 0.08
H 1.66796 -1.59544 -5.86456 0.10
H 4.16785 -4.05556 -4.75054 0.09
H 4.53024 -3.34459 -3.11748 0.11
H 5.17186 -2.56826 -4.58071 0.08
H 1.95492 -4.53382 -5.13022 0.10
H 0.24833 -5.96816 -4.20947 0.11
H -0.92077 -5.21295 -2.11212 0.07
H 0.52140 -4.97492 1.51151 0.09
H -0.01318 -7.30860 2.05460 0.09
H -1.97722 -8.38502 1.00695 0.08
H -3.44123 -7.06478 -0.59879 0.10
H -2.77356 -4.74635 -1.16937 0.10
H -3.88335 -0.18197 1.19466 0.13
H -5.41685 0.37972 -0.46175 0.10
H -5.29243 -0.25270 -2.72708 0.07
H -3.58024 -1.62633 -3.84541 0.09
H -1.73706 -2.55801 -2.82617 0.10
H 4.51855 2.01783 -1.50760 0.10
H 5.26831 1.65260 -3.87572 0.10
H 4.48034 -0.32057 -5.08948 0.10
H 3.37507 3.69434 1.03890 0.11
H 3.03868 6.04510 0.34050 0.11
H 1.64244 6.48553 -1.74083 0.10
H 0.66873 4.63185 -2.97572 0.11
H 1.10485 2.31805 -2.27131 0.11
H 6.20248 0.95308 0.06185 0.08
H 6.13102 -1.47960 0.00320 0.09
H 4.30862 -2.77593 0.57814 0.09
H 2.36573 -2.31864 1.68627 0.09
H 1.98992 -0.48291 2.91966 0.10
S 4.70019 0.37304 3.57479 0.57
C 3.77129 0.54520 2.21874 -0.80
N 1.61643 0.56938 1.07284 -0.18
C -1.29611 -1.24731 3.57716 -0.03
C -1.80367 -1.38038 2.15246 -0.44
C -2.68840 -2.31402 1.75018 -0.08
C -3.20772 -2.16447 0.32218 -0.23
C -2.07291 -0.46942 -0.04200 -0.41
C -1.70023 0.66366 -0.98504 0.00
N -1.38434 -0.42203 1.26924 -0.04
H -1.89445 -1.85064 4.22202 0.06
H -1.30947 -0.20371 3.89328 0.04
H -0.28226 -1.67517 3.64075 0.08
H -3.07333 -3.07093 2.42993 0.10
H -4.03280 -2.91396 0.07600 0.16
H -2.33007 0.52175 -1.87037 0.08
H -0.62823 0.62524 -1.11774 0.07
H -1.92863 1.65231 -0.63815 0.06
```

***

No. 2
Computed, not measured: C56H51AsF3O3PSiY as an isolated structure at a distorted geometry, with ωB97M-V with the def2-TZVPD basis set.

Energy relative to the best compared isomer or geometry (same formula, charge and spin) = 1.036 eV
Net charge = -1
E_HOMO = -0.1714 Ha
E_LUMO = 0.077 hartree

Geometry as XYZ:
```
117
Properties=species:S:1:pos:R:3:lowdin_charge:R:1
Y 1.51152 -0.27248 0.88061 1.23
C 1.82062 -2.83271 -0.23929 -0.22
C 2.97164 -2.99833 0.55826 -0.17
C 3.95716 -2.09132 0.10744 -0.18
C 3.41589 -1.34709 -0.95674 -0.23
C 2.09193 -1.81257 -1.18595 -0.30
H 0.90136 -3.39526 -0.15884 0.08
H 3.07252 -3.68092 1.39087 0.09
H 4.93099 -1.94761 0.54906 0.09
H 3.93375 -0.58984 -1.53271 0.08
H 1.45237 -1.53279 -2.00823 0.05
C 2.12772 4.23254 0.32775 -0.01
C 2.44652 2.91753 1.01049 -0.49
C 3.85576 2.88127 1.56155 -0.01
O 2.28561 1.83304 0.03544 -0.15
C 1.42575 2.62239 2.14856 -0.62
O 1.25252 3.50796 2.96838 0.06
O 0.87428 1.46762 2.08893 -0.19
H 2.81086 4.40976 -0.51138 0.09
H 2.23857 5.03343 1.05691 0.09
H 1.10223 4.24015 -0.05154 0.08
H 4.57765 3.15532 0.78554 0.09
H 4.08910 1.88595 1.94633 0.07
H 3.92583 3.60019 2.37993 0.10
H 2.92663 1.93713 -0.68022 0.10
C -1.53216 -0.17024 -2.83831 -0.41
C -0.75502 -0.96869 -3.88004 -0.42
As -1.86053 -1.49898 -5.44615 1.29
C -3.51251 -1.79608 -4.42111 -0.42
C -3.70150 -3.06829 -3.88354 -0.13
C -4.77498 -3.33376 -3.04373 -0.09
C -5.68705 -2.33010 -2.74167 -0.09
C -5.51881 -1.06218 -3.28736 -0.09
C -4.43585 -0.79786 -4.11724 -0.13
C -2.28472 0.25832 -6.19676 -0.43
C -3.42332 0.37632 -6.99477 -0.15
C -3.74397 1.57796 -7.60789 -0.09
C -2.91548 2.68467 -7.44870 -0.10
C -1.76600 2.57343 -6.67760 -0.08
C -1.45388 1.36775 -6.05985 -0.10
P -0.54485 0.69169 -1.52634 1.04
C -1.91392 1.60085 -0.70231 -0.39
C -3.26859 1.41542 -0.98262 -0.09
C -4.23668 2.05963 -0.21941 -0.09
C -3.87071 2.89220 0.82905 -0.09
C -2.52565 3.08709 1.11413 -0.06
C -1.56317 2.44209 0.35379 -0.09
C 0.22732 1.99118 -2.57283 -0.37
C 1.48820 1.71659 -3.11201 -0.13
C 2.13403 2.64900 -3.91608 -0.09
C 1.53747 3.87783 -4.17064 -0.10
C 0.29528 4.16957 -3.61691 -0.09
C -0.35743 3.23177 -2.82603 -0.08
H -2.19760 -0.84205 -2.29575 0.07
H -2.15255 0.57753 -3.33177 0.06
H -0.38207 -1.89874 -3.45160 0.05
H 0.11426 -0.43600 -4.27243 0.04
H -2.99030 -3.85445 -4.11387 0.09
H -4.89452 -4.32359 -2.61753 0.10
H -6.52253 -2.53253 -2.08144 0.10
H -6.22405 -0.27185 -3.05500 0.10
H -4.30671 0.20086 -4.52393 0.10
H -4.07530 -0.48181 -7.12303 0.10
H -4.63998 1.65203 -8.21265 0.10
H -3.16201 3.62429 -7.92868 0.10
H -1.10747 3.42415 -6.54728 0.10
H -0.55051 1.30769 -5.46610 0.09
H -3.58578 0.75518 -1.77900 0.07
H -5.28652 1.89300 -0.43697 0.10
H -4.63149 3.36919 1.43513 0.10
H -2.21991 3.70954 1.94795 0.11
H -0.52329 2.55980 0.60685 0.07
H 1.96163 0.76069 -2.89414 0.09
H 3.10574 2.41826 -4.33810 0.10
H 2.04277 4.61018 -4.78955 0.10
H -0.16930 5.13208 -3.80130 0.10
H -1.32597 3.46472 -2.39718 0.11
C -1.33542 -6.03584 2.09043 -0.12
C -0.39176 -5.25609 2.74971 -0.10
C -0.36514 -3.87982 2.55050 -0.13
C -1.28655 -3.24324 1.70806 -0.36
C -2.22704 -4.04942 1.05631 -0.13
C -2.25131 -5.43002 1.23878 -0.11
Si -1.18088 -1.35107 1.43934 0.64
C -2.07050 -0.56117 2.93432 -0.34
C -1.39354 -0.38066 4.14534 -0.12
C -2.01055 0.21169 5.24043 -0.10
C -3.32328 0.66089 5.14126 -0.12
C -4.00786 0.51255 3.94075 -0.11
C -3.38618 -0.09258 2.85241 -0.13
H -1.35155 -7.11010 2.23529 0.09
H 0.33218 -5.72200 3.40942 0.09
H 0.39793 -3.28563 3.04801 0.09
H -2.95211 -3.58416 0.39299 0.08
H -2.98779 -6.03297 0.71847 0.09
H -2.25224 -1.19317 0.37499 -0.05
H -0.35397 -0.68802 4.22639 0.09
H -1.46347 0.33851 6.16813 0.09
H -3.80483 1.13105 5.99109 0.09
H -5.02977 0.86955 3.85164 0.09
H -3.93057 -0.20297 1.91874 0.08
F 8.86200 -1.65321 7.50966 0.12
C 7.59675 -1.38618 7.87895 -0.59
F 7.64698 -0.29010 8.66531 0.13
F 7.21228 -2.39788 8.68871 0.13
C 6.67597 -1.20815 6.72282 -0.15
C 5.34638 -0.88761 6.97649 -0.02
C 4.46486 -0.71741 5.92402 -0.02
C 4.88981 -0.85929 4.59371 -0.25
C 6.23236 -1.18731 4.36399 -0.02
C 7.11510 -1.35775 5.41651 -0.02
C 3.96631 -0.66739 3.52366 -0.15
C 3.14820 -0.53118 2.62193 -0.08
H 5.00859 -0.77271 7.99948 0.12
H 3.42917 -0.46710 6.11364 0.12
H 6.57131 -1.31001 3.34298 0.11
H 8.14932 -1.61069 5.22450 0.11
```